1.
Here is C8H25Cl2N3O6P2SSi2 as an isolated structure from OMol25. Energies are from ωB97M-V with the def2-TZVPD basis set.

Charge = 0
HOMO = -8.4 eV
Energy = -95667.074 eV
Gap between HOMO and LUMO = 8.2 eV
Spin multiplicity = 1
Energy above the lowest of the compared OMol25 structures with the same formula, charge and spin = 0.0 kJ/mol

Each line ends with the natural charge from an NBO analysis.
CARTESIAN COORDINATES (ANGSTROEM)
C 2.66733 1.69302 0.16318  -0.62
C 1.33997 2.14873 -0.52029  -0.45
C 0.63846 1.00648 -1.33048  -0.64
Cl 0.33113 1.45742 -3.06892  -0.10
Si -0.91617 0.30928 -0.43159  1.67
C -0.26321 -1.08934 0.67510  -0.89
C -1.31938 -1.69894 1.63283  -0.41
C -1.98570 -0.68543 2.58557  -0.22
N -0.99245 0.17073 3.26252  -0.83
O -1.77763 1.51513 0.42824  -1.21
Si -2.32204 2.80175 -0.52146  1.01
P -1.51343 4.67227 0.44504  0.35
S -0.91450 4.27692 2.27782  -0.57
P -4.54837 2.98850 -0.47814  0.67
O -4.79737 4.41095 -1.38437  -0.94
Cl -5.34485 1.46481 -1.68274  -0.31
H 2.95801 0.67293 -0.12127  0.21
H 3.46782 2.41286 -0.05263  0.22
H 2.51896 1.68755 1.25380  0.22
H 0.66252 2.46060 0.29884  0.22
H 1.46272 3.04844 -1.14316  0.22
H 1.35262 0.16400 -1.36201  0.25
H -1.78106 -0.29517 -1.46508  -0.21
H 0.02332 -1.89340 -0.03260  0.25
H 0.67485 -0.81082 1.18164  0.25
H -0.79910 -2.42100 2.26751  0.22
H -2.09348 -2.28519 1.11284  0.21
H -2.78267 -0.09694 2.10488  0.19
H -2.51074 -1.28243 3.36389  0.16
H -0.45398 -0.46884 3.84018  0.35
H -1.47960 0.76733 3.91989  0.36
H -1.90674 2.74166 -1.93015  -0.16
H -0.40627 5.06185 -0.37351  0.01
H -2.55560 5.64725 0.39356  0.02
H -4.09547 4.46041 -2.03633  0.48
C 3.08023 -0.48502 -4.60296  -0.49
N 3.84487 -1.44384 -3.76683  0.54
O 4.44040 -2.33202 -4.32943  -0.37
O 3.81707 -1.26820 -2.56982  -0.39
H 3.19390 -0.76335 -5.64493  0.23
H 2.03961 -0.54320 -4.29626  0.24
H 3.48646 0.50556 -4.41876  0.24
C 0.93355 -6.16282 2.36223  -0.49
N 0.61827 -4.71324 2.31003  0.54
O 0.82665 -4.05631 3.30464  -0.37
O 0.17244 -4.28642 1.27055  -0.38
H 1.32133 -6.39727 3.34739  0.23
H 0.01205 -6.70446 2.16750  0.24
H 1.67526 -6.36281 1.59404  0.24



2.
Here is C46H47AsBClHfN4O7S3Si as an isolated structure from OMol25. Energies are from ωB97M-V with the def2-TZVPD basis set.

Charge = -2
HOMO = -2.9 eV
Energy = -184498.162 eV
Gap between HOMO and LUMO = 6.9 eV
Spin multiplicity = 1
Energy above the lowest of the compared OMol25 structures with the same formula, charge and spin = 135.9 kJ/mol

Each line ends with the Mulliken charge.
CARTESIAN COORDINATES (ANGSTROEM)
Hf -0.28102 1.00288 0.09082  0.84
C -3.63721 3.51647 0.83515  -0.84
N -4.41262 2.60189 0.06568  0.28
C -5.59175 2.96153 -0.58030  -0.54
C -5.92013 1.92636 -1.33381  -0.67
N -5.09173 0.86701 -1.05918  0.76
B -5.46529 -0.54447 -1.64331  -0.46
N -4.36895 -1.11180 -2.59097  0.52
C -3.68560 -2.27421 -2.27082  -0.82
C -3.18824 -2.81257 -3.37326  -0.59
N -3.45031 -1.84987 -4.41000  0.41
C -3.39903 -2.07074 -5.77999  -1.06
C -4.18358 -0.82183 -3.87831  0.01
S -4.73977 0.48650 -4.83100  -0.48
C -4.12817 1.32697 -0.21955  -0.50
S -2.97357 0.38524 0.57009  -0.38
H -4.27195 4.41125 1.00560  0.24
H -2.75178 3.81763 0.31511  0.37
H -3.34090 3.09890 1.78592  0.17
H -5.93218 3.99709 -0.53529  0.36
H -6.67432 1.87508 -2.05708  0.53
H -5.61027 -1.27074 -0.72708  -0.19
H -6.50987 -0.46057 -2.22262  -0.20
H -3.75946 -2.78901 -1.30519  0.39
H -2.78283 -3.73718 -3.62153  0.66
H -3.45393 -1.09390 -6.21060  0.35
H -4.20498 -2.76551 -6.09137  0.29
H -2.39513 -2.52683 -6.13632  0.25
O -0.30259 5.01676 0.72062  -0.71
C 0.01083 3.87927 0.65074  0.53
O -0.83864 2.88060 0.89755  -0.59
C 1.42993 3.40588 0.41906  0.57
O 2.38272 4.14651 0.57264  -0.74
O 1.43997 2.14595 0.13561  -0.83
S -0.71840 -1.60024 -0.41422  0.32
C 0.78870 -2.47646 -0.22709  -0.44
C 0.86223 -3.58439 0.60685  -0.74
C 2.02421 -4.32818 0.63639  -0.66
C 3.16246 -3.94683 -0.13649  -1.11
C 3.09880 -2.73424 -0.83688  -0.45
C 1.95204 -1.96615 -0.77902  0.25
As 1.73451 -0.24573 -1.57117  0.91
C 1.16446 -0.68960 -3.38681  -0.02
C 2.09823 -1.23794 -4.28233  -0.12
C 1.76894 -1.31493 -5.62963  -0.87
C 0.54919 -0.89184 -6.08605  -0.71
C -0.37519 -0.32036 -5.21055  -0.79
C -0.06179 -0.23670 -3.86218  0.29
C 3.59137 0.42892 -1.92110  1.10
C 3.91634 1.36229 -2.87542  -0.89
C 5.15802 1.96751 -2.80647  -0.41
C 6.15495 1.56994 -1.93118  -0.84
C 5.81117 0.57549 -1.06301  -0.98
C 4.54619 0.02102 -1.02471  -0.73
H -0.03582 -3.92130 1.12566  0.57
H 2.06454 -5.18055 1.30601  0.39
H 4.05189 -4.52147 -0.16422  0.46
H 3.88019 -2.43223 -1.46282  0.56
H 3.05529 -1.63059 -3.92955  0.31
H 2.39675 -1.84453 -6.29647  0.41
H 0.18738 -0.98234 -7.09899  0.40
H -1.31035 0.02541 -5.60174  0.54
H -0.68668 0.14475 -3.07324  0.16
H 3.14370 1.81316 -3.48025  0.45
H 5.33037 2.80092 -3.50661  0.31
H 7.09391 2.12725 -1.86498  0.35
H 6.57748 0.23305 -0.37019  0.39
H 4.23695 -0.62838 -0.22717  0.48
C 0.23133 0.69975 6.07846  -1.74
C 0.03392 1.08067 4.67170  2.42
C -1.43823 1.31067 4.32063  -1.77
C 0.71166 2.39788 4.39143  -1.77
Si 0.73224 -0.13705 3.29608  -1.41
O 0.30892 0.35880 1.83737  2.69
C 2.62927 -0.19441 3.56338  0.67
C 3.47872 0.16802 2.53374  0.56
C 4.84191 0.36866 2.66332  -1.05
C 5.34898 0.06593 3.91309  -0.33
C 4.56399 -0.29140 4.98471  -1.17
C 3.18414 -0.40516 4.79242  0.01
C 0.06067 -1.85713 3.49181  0.89
C 0.58736 -3.01514 4.03852  -0.17
C -0.12302 -4.20375 4.21029  -0.66
C -1.44591 -4.25999 3.75386  -0.53
C -2.01413 -3.14607 3.14307  -0.88
C -1.28630 -1.97300 3.07747  0.08
H 0.13886 1.57131 6.68775  0.50
H 1.23017 0.35341 6.31992  0.27
H -0.44725 -0.03672 6.50025  0.27
H -1.76687 2.20962 4.82585  0.49
H -2.02699 0.42514 4.67640  0.24
H -1.65808 1.39430 3.24480  0.14
H 0.47472 3.07893 5.14464  0.75
H 0.27210 2.89530 3.48157  0.10
H 1.81929 2.35170 4.27771  0.20
H 3.02519 0.27811 1.56595  0.39
H 5.48462 0.69206 1.83997  0.41
H 6.42232 0.19733 4.10560  0.29
H 5.00576 -0.57864 5.95774  0.33
H 2.55619 -0.71668 5.66478  0.18
H 1.64844 -3.12231 4.34266  0.21
H 0.39009 -5.03880 4.66896  0.40
H -1.88479 -5.24371 3.78110  0.33
H -2.96500 -3.15091 2.65481  0.52
H -1.78924 -1.12520 2.55572  -0.22
Cl -2.09805 4.92876 -3.98418  -0.25
C -2.19329 3.34100 -3.19852  0.63
C -0.92061 2.89275 -2.59754  0.38
O 0.13115 3.44071 -2.85921  -0.74
O -0.97056 1.94069 -1.65859  -0.25
H -2.43173 2.64445 -4.00406  0.05
H -2.98167 3.43489 -2.49680  -0.32



3.
Here is C3H5NO2 in the gas phase from OMol25. Energies are from ωB97M-V with the def2-TZVPD basis set.

SMILES = CC(=O)C(N)=O
Charge = 0
HOMO = -9.5 eV
Energy = -8776.690 eV
Gap between HOMO and LUMO = 10.2 eV
Spin multiplicity = 1
Energy above the lowest of the compared OMol25 structures with the same formula, charge and spin = 96.9 kJ/mol

Each line ends with the natural charge from an NBO analysis.
CARTESIAN COORDINATES (ANGSTROEM)
C 0.28505 1.38934 -0.72451  -0.73
C -0.02816 -0.08492 -0.73134  0.48
O -0.51577 -0.64259 -1.69246  -0.51
C 0.43103 -0.92735 0.57278  0.60
N -0.70944 -1.24197 1.21577  -0.82
O 1.58789 -1.14629 0.83827  -0.58
H 0.12095 1.82038 -1.71790  0.24
H -0.30094 1.94697 0.01878  0.24
H 1.33711 1.47429 -0.44382  0.25
H -1.37075 -0.76922 0.61289  0.41
H -0.83697 -1.81866 2.05153  0.43